{
  "formula": "C18H27N6O3PdSSeSi",
  "method": "ωB97M-V with the def2-TZVPD basis set",
  "homo_energy_ev": [-3.4, -3.4],
  "charge": -1,
  "lumo_energy_ev": [1.90, 1.90],
  "e_tot_ha": -4473.59135,
  "e_above_lowest_kj_mol": 42.2,
  "symbols": ["Pd", "N", "C", "S", "N", "N", "C", "C", "C", "C", "C", "C", "N", "H", "H", "H", "H", "H", "H", "H", "C", "Si", "C", "C", "Se", "H", "H", "H", "H", "H", "H", "H", "H", "H", "C", "C", "C", "C", "C", "C", "O", "N", "C", "O", "N", "C", "O", "H", "H", "H", "H", "H", "H", "H", "H", "H", "H", "H"],
  "xyz": [[1.3632, 1.1354, 0.1150], [4.0974, 3.7304, -2.0017], [3.2067, 3.0652, -1.2035], [3.1064, 1.3368, -1.4115], [2.5009, 3.7677, -0.3619], [1.6525, 3.0398, 0.3738], [0.9936, 3.5994, 1.3437], [0.2015, 2.7562, 2.1706], [-0.5114, 3.2072, 3.2921], [-1.1456, 2.3033, 4.1067], [-1.0875, 0.9448, 3.7887], [-0.4260, 0.5711, 2.6372], [0.1964, 1.4346, 1.8471], [4.8141, 3.1517, -2.4011], [4.3923, 4.6276, -1.6492], [1.1104, 4.6595, 1.5277], [-0.5290, 4.2703, 3.4958], [-1.6854, 2.6314, 4.9854], [-1.5721, 0.2000, 4.4031], [-0.4005, -0.4659, 2.3240], [-3.6640, -0.2308, -0.7187], [-3.0586, 1.5749, -0.6404], [-3.4832, 2.2313, 1.0922], [-4.2193, 2.4862, -1.8448], [-0.9449, 1.8935, -1.3363], [-4.7497, -0.2713, -0.8508], [-3.4174, -0.7901, 0.1870], [-3.1997, -0.7357, -1.5680], [-4.5627, 2.3778, 1.2005], [-2.9887, 3.1868, 1.2743], [-3.1608, 1.5365, 1.8680], [-5.2657, 2.2434, -1.6273], [-3.9981, 2.1709, -2.8662], [-4.1015, 3.5700, -1.7905], [3.4097, -3.0797, -2.3194], [1.9579, -3.5540, -2.3814], [1.1463, -3.1276, -1.1470], [-0.3023, -3.6487, -1.2582], [-1.2005, -3.1761, -0.1153], [1.7802, -3.7501, 0.0772], [1.9278, -4.9518, 0.1999], [2.1939, -2.8852, 1.0461], [1.9838, -1.4953, 1.0799], [2.3745, -0.8870, 2.0632], [1.3258, -0.9245, 0.0385], [1.0694, -1.5957, -1.1328], [0.7592, -1.0217, -2.1523], [3.9525, -3.3894, -3.2132], [3.9235, -3.4972, -1.4505], [3.4550, -1.9904, -2.2568], [1.9207, -4.6419, -2.4634], [1.4731, -3.1163, -3.2537], [-0.2699, -4.7400, -1.2794], [-0.7075, -3.2909, -2.2058], [-0.8388, -3.5424, 0.8496], [-2.2179, -3.5418, -0.2570], [-1.2375, -2.0863, -0.0810], [2.6576, -3.2759, 1.8515]],
  "atomic_forces_ev_per_a": [[0.35, -0.56, -0.44], [-0.10, 0.12, 0.27], [0.00, -0.97, -0.26], [-0.24, 0.38, 0.24], [0.20, 0.97, -0.05], [-0.33, 0.02, 0.69], [0.79, 0.38, -0.82], [-0.87, -1.01, 0.72], [0.41, 0.34, -0.52], [-0.10, -0.53, 0.10], [-0.14, 0.43, 0.05], [-0.15, -0.30, -0.13], [0.35, 0.57, 0.33], [0.06, 0.02, -0.07], [-0.03, 0.02, -0.09], [-0.03, 0.03, -0.02], [-0.03, -0.02, 0.06], [0.01, 0.05, -0.01], [0.03, -0.01, 0.00], [0.10, 0.05, -0.03], [0.07, 0.15, 0.08], [0.31, 0.18, -0.53], [0.01, -0.06, -0.10], [-0.01, -0.12, 0.20], [-0.91, 0.02, 0.11], [-0.02, 0.02, 0.04], [0.06, -0.02, 0.00], [0.02, 0.01, 0.01], [-0.01, -0.03, -0.01], [0.01, 0.03, -0.04], [0.05, -0.05, 0.07], [-0.02, 0.02, -0.01], [0.01, 0.02, -0.01], [0.08, 0.00, 0.00], [-0.14, -0.04, 0.01], [0.19, 0.03, 0.03], [-0.20, -0.07, -0.19], [-0.09, 0.03, 0.16], [0.10, -0.04, -0.09], [-0.04, 0.00, 0.02], [0.04, -0.03, -0.01], [0.01, -0.03, -0.12], [-0.17, -0.08, 0.12], [-0.02, -0.17, -0.01], [0.27, 0.37, 0.02], [0.15, -0.06, 0.11], [0.01, -0.09, 0.03], [0.03, 0.01, 0.01], [0.04, 0.00, -0.02], [0.04, 0.00, -0.02], [-0.04, 0.00, 0.03], [-0.06, -0.03, 0.02], [0.05, 0.00, -0.06], [0.06, 0.00, -0.03], [-0.02, 0.00, 0.01], [-0.01, 0.02, 0.04], [-0.06, 0.02, 0.02], [-0.02, 0.02, 0.06]],
  "lowdin_charge": [0.666, 0.054, -0.843, 0.614, -0.005, -0.213, -0.092, -0.264, -0.027, -0.075, -0.062, -0.120, 0.009, 0.065, 0.087, 0.126, 0.112, 0.104, 0.103, 0.114, -0.245, 0.011, -0.238, -0.266, 0.186, 0.012, 0.005, 0.015, 0.016, 0.011, -0.003, 0.010, 0.013, 0.012, -0.070, -0.176, -0.314, -0.164, -0.075, -0.442, 0.075, 0.209, -0.562, 0.016, 0.019, -0.498, 0.029, 0.071, 0.076, 0.070, 0.117, 0.117, 0.117, 0.123, 0.078, 0.074, 0.061, 0.156]
}


{
  "formula": "C18H27N6O3RbSSe3Te",
  "method": "ωB97M-V with the def2-TZVPD basis set",
  "homo_energy_ev": -0.6,
  "charge": -2,
  "lumo_energy_ev": 3.54,
  "e_tot_ha": -9151.02693,
  "symbols": ["Rb", "N", "C", "S", "N", "N", "C", "C", "C", "C", "C", "C", "N", "H", "H", "H", "H", "H", "H", "H", "C", "O", "C", "C", "O", "C", "C", "O", "C", "H", "H", "H", "H", "H", "H", "H", "H", "H", "H", "H", "H", "H", "H", "Se", "Se", "Te", "Se", "N", "C", "C", "C", "C", "C", "N", "H", "H", "H", "H", "H", "H"],
  "xyz": [[1.5353, 0.6010, -0.0316], [3.7899, 1.2532, -3.2584], [3.1958, 0.0827, -2.8933], [4.1714, -1.1692, -2.2847], [1.8772, 0.0638, -3.1080], [1.2210, -0.8630, -2.4001], [0.0536, -1.2038, -2.8061], [-0.8121, -1.9742, -1.9279], [-1.9564, -2.6109, -2.4277], [-2.8000, -3.2752, -1.5623], [-2.4927, -3.2994, -0.2068], [-1.3370, -2.6480, 0.2028], [-0.5210, -1.9983, -0.6154], [4.7845, 1.2719, -3.3705], [3.2144, 1.9702, -3.6680], [-0.3117, -0.8804, -3.7831], [-2.1699, -2.5557, -3.4879], [-3.6936, -3.7635, -1.9336], [-3.1293, -3.7982, 0.5119], [-1.0530, -2.6331, 1.2525], [-2.0508, 1.1873, 2.0306], [-0.6533, 1.2266, 2.1692], [-0.2071, 0.9772, 3.4884], [-0.0126, -0.5057, 3.7365], [0.9916, -1.0653, 2.9186], [2.3119, -0.6634, 3.2717], [3.2874, -1.7517, 2.8847], [3.5344, -1.8150, 1.4987], [2.6361, -2.6284, 0.7634], [-2.5297, 1.8612, 2.7528], [-2.2796, 1.5194, 1.0229], [-2.4529, 0.1742, 2.1758], [0.7405, 1.5096, 3.6242], [-0.9211, 1.3846, 4.2168], [0.2297, -0.6618, 4.7981], [-0.9291, -1.0577, 3.5070], [2.6139, 0.2679, 2.7744], [2.3839, -0.4619, 4.3472], [4.2454, -1.5243, 3.3597], [2.9305, -2.7236, 3.2555], [2.6585, -3.6657, 1.1281], [1.6066, -2.2676, 0.8023], [2.9706, -2.5960, -0.2718], [2.8523, 3.0829, 4.2120], [3.0364, 3.2377, 1.8817], [0.7190, 4.1335, 1.0989], [1.1236, 5.7992, -0.7120], [-0.5217, 3.0554, -2.1109], [-1.6427, 2.3022, -2.1385], [-2.7161, 2.6255, -3.0025], [-3.8318, 1.8276, -3.0072], [-3.8866, 0.7158, -2.1639], [-2.7881, 0.4746, -1.3615], [-1.6896, 1.2261, -1.3382], [-0.5630, 4.0196, -2.4063], [0.0716, 2.9632, -1.2917], [-2.6385, 3.4982, -3.6383], [-4.6645, 2.0655, -3.6596], [-4.7458, 0.0596, -2.1329], [-2.7856, -0.3763, -0.6862]],
  "atomic_forces_ev_per_a": [[-0.08, 0.02, 0.37], [-0.16, 0.07, -0.14], [0.15, -0.15, -0.11], [0.08, 0.03, 0.04], [0.00, 0.02, -0.22], [-0.12, -0.12, 0.03], [0.25, 0.13, -0.25], [-0.07, -0.11, 0.21], [0.04, 0.02, -0.05], [0.00, 0.00, 0.04], [-0.02, -0.01, -0.03], [0.01, -0.01, 0.03], [-0.04, 0.00, -0.08], [0.02, 0.00, 0.07], [0.01, 0.01, 0.01], [-0.12, 0.02, 0.06], [0.00, 0.00, 0.00], [0.00, 0.00, -0.01], [0.01, 0.00, 0.01], [0.00, 0.00, 0.00], [0.04, 0.02, 0.02], [-0.02, -0.05, 0.01], [0.09, -0.06, 0.01], [-0.08, 0.14, -0.05], [0.01, -0.14, 0.02], [0.22, 0.02, -0.05], [-0.03, 0.04, 0.00], [0.00, -0.01, -0.02], [0.02, -0.07, -0.10], [0.00, 0.00, 0.00], [-0.01, 0.00, -0.01], [-0.01, 0.00, -0.01], [-0.03, 0.04, 0.02], [0.02, 0.02, 0.01], [0.01, -0.01, 0.00], [0.01, -0.01, 0.01], [-0.15, 0.03, 0.07], [-0.06, -0.06, 0.02], [0.00, 0.00, -0.01], [0.01, 0.00, 0.01], [0.01, 0.02, 0.05], [0.01, 0.00, 0.09], [-0.02, -0.01, -0.01], [0.07, 0.01, 0.06], [-0.23, 0.04, -0.07], [0.16, -0.01, 0.06], [0.03, 0.06, -0.02], [0.06, -0.01, -0.04], [-0.06, -0.01, 0.01], [0.02, 0.03, 0.00], [0.03, -0.01, 0.03], [-0.04, -0.03, -0.01], [0.01, 0.01, -0.05], [0.03, 0.05, -0.04], [0.04, 0.00, -0.01], [-0.09, 0.03, 0.01], [-0.01, 0.00, 0.00], [0.00, 0.00, -0.01], [0.00, 0.00, 0.00], [0.00, 0.00, 0.01]],
  "lowdin_charge": [0.552, 0.047, -1.021, 0.479, -0.081, -0.134, -0.150, -0.284, -0.048, -0.098, -0.090, -0.149, 0.115, 0.061, 0.088, 0.113, 0.107, 0.096, 0.089, 0.105, -0.115, -0.296, -0.219, -0.194, -0.169, -0.211, -0.203, -0.193, -0.133, 0.090, 0.063, 0.084, 0.016, 0.128, 0.125, 0.114, 0.061, 0.121, 0.127, 0.124, 0.087, 0.039, 0.024, -0.333, -0.370, 0.131, -0.484, 0.120, -0.376, -0.031, -0.107, -0.101, -0.179, 0.120, 0.035, -0.064, 0.103, 0.093, 0.085, 0.093]
}


{
  "formula": "C18H27N9",
  "method": "ωB97M-V with the def2-TZVPD basis set",
  "homo_energy_ev": -11.4,
  "lumo_energy_ev": 0.22,
  "e_tot_ha": -1194.69717,
  "e_above_lowest_kj_mol": 311.1,
  "smiles": "CC#N.CC#N.CC#N.CC#N.CC#N.CC#N.CC#N.CC#N.CC#N",
  "symbols": ["C", "C", "N", "H", "H", "H", "C", "C", "N", "H", "H", "H", "C", "C", "N", "H", "H", "H", "C", "C", "N", "H", "H", "H", "C", "C", "N", "H", "H", "H", "C", "C", "N", "H", "H", "H", "C", "C", "N", "H", "H", "H", "C", "C", "N", "H", "H", "H", "C", "C", "N", "H", "H", "H"],
  "xyz": [[5.9950, 2.6502, -2.3973], [6.0606, 3.6839, -1.3698], [6.1093, 4.4610, -0.5138], [4.9436, 2.3931, -2.5263], [6.4064, 1.7477, -1.9453], [6.6792, 2.7477, -3.2402], [-7.0933, -0.6104, -6.6421], [-7.0893, -0.2521, -8.1094], [-7.0687, -0.0631, -9.2216], [-7.6541, -1.5152, -6.4077], [-7.5009, 0.2137, -6.0566], [-6.0567, -0.9309, -6.5373], [2.1073, 5.4362, 3.2816], [1.9247, 5.5522, 4.7733], [1.6689, 5.5978, 5.9049], [2.7456, 4.5743, 3.0870], [2.5612, 6.3708, 2.9520], [1.1562, 5.2006, 2.8041], [-2.3079, -4.8435, 3.1795], [-2.9229, -5.2854, 4.4753], [-3.4248, -5.6173, 5.4690], [-2.8540, -5.4846, 2.4876], [-1.2436, -5.0409, 3.0518], [-2.4314, -3.7733, 3.0137], [-4.0252, -5.2519, -3.5852], [-2.7524, -4.9700, -2.9313], [-1.7210, -4.9166, -2.4037], [-4.2455, -6.2535, -3.9545], [-4.2750, -4.6767, -4.4767], [-4.8237, -4.9321, -2.9158], [-6.5055, 7.1359, 0.7119], [-5.3446, 6.2616, 0.3636], [-4.4191, 5.5917, 0.0408], [-6.4977, 7.2830, 1.7919], [-7.4504, 6.8197, 0.2701], [-6.3440, 8.1916, 0.4935], [4.9639, -1.2630, 5.3420], [3.8245, -0.3938, 4.8298], [3.0038, 0.2951, 4.5264], [5.0873, -1.1066, 6.4136], [5.9613, -1.0689, 4.9473], [4.8634, -2.3452, 5.2584], [7.5366, -4.6094, 0.5893], [6.2987, -3.7843, 0.4216], [5.3445, -3.0543, 0.3720], [8.3418, -3.9089, 0.8107], [7.8719, -5.2163, -0.2518], [7.3164, -5.1421, 1.5143], [-0.1586, 0.6547, -0.8699], [-0.9241, 0.5888, -2.1522], [-1.5147, 0.5886, -3.1422], [-0.8958, 1.1161, -0.2127], [0.6217, 1.4110, -0.9546], [0.1513, -0.2568, -0.3587]],
  "atomic_forces_ev_per_a": [[0.32, -1.03, 1.11], [0.40, 0.94, 0.64], [-0.11, -0.77, -0.93], [0.15, 0.26, -0.90], [-0.02, -0.15, 0.39], [-0.75, 0.73, -0.30], [0.28, -0.18, -1.80], [-0.84, -1.13, 3.65], [0.12, 0.58, -2.47], [-0.37, 0.14, -0.50], [0.69, -0.06, 0.13], [0.13, 0.65, 1.01], [0.11, -0.18, 1.54], [-0.77, -0.32, 0.32], [0.57, 0.04, -1.58], [0.26, 0.24, -0.01], [-0.13, -0.25, -0.36], [-0.04, 0.44, 0.10], [-0.66, -0.73, 0.75], [0.37, 0.27, 0.93], [0.70, 0.43, -1.55], [0.14, 0.53, -0.64], [-0.09, -0.31, 0.53], [-0.44, -0.20, -0.03], [-1.39, 0.77, -0.34], [1.33, -0.86, 0.00], [-1.41, 0.24, -0.60], [0.68, -0.33, 0.73], [0.84, 0.54, -0.03], [-0.05, -0.35, 0.27], [1.07, 0.34, 0.50], [2.48, -1.57, -1.39], [-3.51, 2.47, 1.33], [-0.60, -0.92, 0.25], [0.20, -0.19, 0.33], [0.36, -0.13, -1.03], [-0.28, 0.32, 0.39], [5.20, -4.14, 1.87], [-3.47, 2.81, -1.38], [-0.32, 0.29, 0.05], [-0.38, 0.58, -0.54], [-0.76, 0.16, -0.44], [-0.80, 1.18, 0.62], [-3.64, 3.10, -0.75], [4.60, -3.64, 0.23], [0.03, 0.02, 0.03], [-0.63, -0.07, 0.11], [0.45, -0.58, -0.24], [-1.36, 1.06, -0.24], [0.70, -0.60, 0.13], [0.30, 0.00, 0.62], [0.04, 0.04, 0.37], [0.23, -0.40, -0.11], [0.08, -0.12, -0.77]],
  "lowdin_charge": [-0.078, -0.288, 0.118, 0.084, 0.078, 0.085, -0.059, -0.282, 0.117, 0.072, 0.077, 0.075, -0.065, -0.267, 0.106, 0.074, 0.075, 0.076, -0.068, -0.269, 0.109, 0.075, 0.076, 0.077, -0.089, -0.269, 0.122, 0.084, 0.076, 0.077, -0.082, -0.251, 0.105, 0.075, 0.079, 0.075, -0.066, -0.261, 0.119, 0.070, 0.070, 0.069, -0.075, -0.255, 0.099, 0.075, 0.080, 0.077, -0.067, -0.273, 0.110, 0.074, 0.076, 0.081]
}


{
  "formula": "C18H27N9",
  "method": "ωB97M-V with the def2-TZVPD basis set",
  "homo_energy_ev": -11.3,
  "lumo_energy_ev": 0.06,
  "e_tot_ha": -1194.71865,
  "e_above_lowest_kj_mol": 254.7,
  "smiles": "CC#N.CC#N.CC#N.CC#N.CC#N.CC#N.CC#N.CC#N.CC#N",
  "symbols": ["C", "C", "N", "H", "H", "H", "C", "C", "N", "H", "H", "H", "C", "C", "N", "H", "H", "H", "C", "C", "N", "H", "H", "H", "C", "C", "N", "H", "H", "H", "C", "C", "N", "H", "H", "H", "C", "C", "N", "H", "H", "H", "C", "C", "N", "H", "H", "H", "C", "C", "N", "H", "H", "H"],
  "xyz": [[7.8107, -13.5897, 17.5970], [7.6723, -12.2646, 17.1030], [7.5525, -11.2105, 16.7325], [8.3312, -13.6477, 18.5529], [8.3350, -14.2823, 16.9386], [6.7781, -13.8887, 17.7773], [4.4250, -15.1087, 23.7450], [3.4722, -15.4118, 24.8508], [2.6734, -15.6064, 25.6912], [5.0897, -15.9677, 23.6537], [4.9918, -14.2205, 24.0244], [3.8366, -14.9309, 22.8449], [-0.1386, -24.7650, 27.2929], [-0.1483, -23.5222, 26.4961], [-0.2374, -22.5260, 25.9022], [-0.6965, -24.6489, 28.2220], [0.7714, -24.9215, 27.8721], [-0.4677, -25.6631, 26.7701], [0.7482, -18.2404, 20.6338], [0.9086, -17.1676, 19.7050], [1.1089, -16.3097, 18.8695], [1.6141, -18.9023, 20.6186], [-0.1237, -18.8115, 20.3151], [0.6132, -17.8152, 21.6283], [1.6886, -9.8445, 14.4227], [1.1327, -8.4881, 14.5636], [0.7204, -7.4320, 14.6932], [2.7739, -9.7774, 14.4982], [1.3310, -10.1892, 13.4525], [1.3148, -10.6142, 15.0980], [-4.6739, -23.0925, 14.1328], [-3.6282, -22.3189, 14.8697], [-2.8587, -21.7954, 15.5130], [-5.2712, -22.4491, 13.4867], [-5.2458, -23.6632, 14.8645], [-4.1439, -23.8334, 13.5343], [-2.8938, -14.0114, 23.9754], [-3.8919, -12.9695, 24.1128], [-4.7307, -12.1217, 24.2793], [-3.0557, -14.6430, 23.1020], [-2.9720, -14.6401, 24.8623], [-1.9003, -13.5798, 24.0974], [2.1844, -15.9710, 12.2574], [3.3421, -15.0469, 12.2880], [4.2734, -14.3376, 12.3372], [1.3501, -15.3833, 12.6406], [2.3640, -16.7130, 13.0353], [2.0592, -16.5170, 11.3223], [-4.2523, -24.0548, 21.8124], [-4.2763, -25.3776, 22.5470], [-4.2338, -26.3735, 23.1178], [-4.4453, -24.2047, 20.7501], [-3.3052, -23.5561, 22.0180], [-4.9901, -23.3733, 22.2358]],
  "atomic_forces_ev_per_a": [[-0.31, -1.22, 0.79], [0.95, -1.69, 0.55], [-0.42, 3.00, -1.08], [-0.01, 0.36, 0.02], [-0.30, 0.21, -0.27], [0.10, -0.66, -0.02], [-0.68, -0.31, 1.09], [-1.91, -0.19, 1.70], [2.29, 0.46, -2.32], [0.02, 0.16, -0.28], [0.01, -0.06, -0.17], [0.26, -0.05, -0.05], [0.16, 0.34, 1.12], [-0.31, 0.86, -0.41], [0.27, -1.69, 0.90], [-1.18, 0.31, -0.47], [0.88, -0.10, -1.11], [0.17, 0.29, -0.07], [-0.29, -0.50, 0.43], [1.68, 5.48, -5.62], [-1.23, -4.71, 4.77], [0.01, 0.11, 0.04], [-0.06, -0.09, 0.32], [-0.10, -0.29, 0.07], [-0.39, 0.25, -0.53], [0.28, -1.27, 0.61], [-0.29, 0.73, -0.04], [-0.09, -0.23, -0.26], [0.59, -0.06, -0.27], [-0.09, 0.58, 0.48], [1.24, 0.12, 0.42], [-2.32, -1.47, -1.41], [1.49, 1.06, 1.06], [-0.04, -0.12, 0.26], [-0.27, 0.32, -0.11], [-0.09, 0.09, -0.21], [0.14, -0.26, 0.92], [-4.46, 4.40, 0.74], [4.22, -4.22, -0.89], [0.28, 0.33, -0.06], [-0.22, -0.23, -0.01], [0.06, -0.01, -0.69], [0.81, 0.39, 1.09], [2.01, 1.08, -0.29], [-2.33, -1.66, -0.10], [-0.40, -0.24, -0.64], [0.08, -0.13, -0.01], [-0.18, 0.56, -0.03], [-0.12, -0.86, 1.04], [0.15, 1.23, -0.62], [-0.09, 0.17, -0.12], [0.19, 0.05, 0.15], [0.17, -0.29, -0.35], [-0.28, -0.29, -0.07]],
  "lowdin_charge": [-0.080, -0.319, 0.140, 0.084, 0.088, 0.087, -0.070, -0.271, 0.108, 0.077, 0.079, 0.078, -0.083, -0.265, 0.111, 0.077, 0.077, 0.083, -0.091, -0.281, 0.108, 0.089, 0.089, 0.087, -0.072, -0.288, 0.120, 0.084, 0.077, 0.079, -0.064, -0.284, 0.117, 0.078, 0.078, 0.075, -0.090, -0.271, 0.110, 0.084, 0.082, 0.084, -0.074, -0.275, 0.111, 0.079, 0.077, 0.082, -0.065, -0.265, 0.109, 0.074, 0.075, 0.072]
}